1.
{"formula": "C3H7ClOS", "method": "ωB97M-V/def2-TZVPD", "symbols": ["C", "C", "C", "O", "S", "Cl", "H", "H", "H", "H", "H", "H", "H"], "coordinates": [[-1.22703, 1.08717, -0.10390], [-0.19866, -1.39411, 0.29454], [-0.05605, 0.11798, -0.33293], [1.69410, 1.90984, -0.31997], [1.38501, 0.79183, 0.54147], [3.00669, -1.12047, -0.11148], [-0.99408, 2.02385, -0.40546], [-2.09532, 0.65490, -0.49029], [-1.33687, 1.11248, 1.00182], [-0.68735, -1.30636, 1.27887], [0.83940, -1.75187, 0.38680], [-0.75821, -2.14866, -0.43382], [0.42836, 0.02341, -1.30565]], "de_lowest_kcal_mol": 45.62, "multiplicity": 1, "lumo_energy_ev": [-1.8699, -1.8694], "homo_lumo_gap_ev": [8.370, 8.371], "charge": 0, "homo_energy_ev": [-10.240, -10.240], "e_tot_ev": -28627.7980}

=====

2.
{"formula": "C3H7CsNO5S", "method": "ωB97M-V/def2-TZVPD", "symbols": ["Cs", "S", "O", "O", "O", "O", "C", "C", "O", "N", "C", "H", "H", "H", "H", "H", "H", "H"], "coordinates": [[8.45941, -20.26239, -19.39374], [9.86126, -23.63870, -19.43559], [11.03233, -23.79652, -18.55202], [10.19130, -22.75242, -20.58229], [9.36910, -24.92627, -19.92594], [8.76631, -22.98125, -18.65640], [3.82654, -22.76720, -19.49594], [5.33305, -22.47977, -19.43212], [5.69709, -21.30482, -19.56872], [6.16426, -23.48265, -19.17072], [5.80025, -24.86867, -19.00079], [3.33336, -22.51377, -18.55513], [3.56024, -23.79054, -19.73845], [3.45083, -22.03345, -20.20912], [7.17813, -23.28680, -19.01483], [5.41909, -25.08330, -17.99369], [6.68296, -25.50289, -19.07516], [5.08405, -25.14651, -19.77226]], "de_lowest_kcal_mol": 0.00, "multiplicity": 1, "lumo_energy_ev": 1.7597, "homo_lumo_gap_ev": 5.251, "charge": -1, "homo_energy_ev": -3.491, "e_tot_ev": -26338.4545}

=====

3.
{"formula": "C3H7ErMgO3", "method": "ωB97M-V/def2-TZVPD", "symbols": ["O", "C", "C", "O", "C", "Mg", "H", "H", "H", "H", "H", "H", "Er", "O", "H"], "coordinates": [[0.48834, 0.05321, 2.45366], [1.55505, 0.43758, 1.65507], [1.08478, 0.94873, 0.29813], [0.12242, 0.00106, -0.19726], [-0.29524, 0.14532, -1.50958], [-0.93860, -0.77105, 1.49499], [2.25694, -0.40407, 1.47949], [2.15139, 1.25065, 2.11436], [1.91529, 1.03170, -0.41862], [0.57600, 1.92148, 0.38716], [-1.90184, -1.13040, -2.07072], [0.52476, 0.35995, -2.20178], [-3.57942, -2.76626, -0.02155], [-2.85642, -1.95510, -1.87410], [-1.10345, 0.87719, -1.58926]], "multiplicity": 5, "lumo_energy_ev": [-5.1974, -5.1881], "s_squared": 6.008, "homo_lumo_gap_ev": [6.132, 6.179], "charge": 1, "homo_energy_ev": [-11.329, -11.367], "e_tot_ev": -42420.6638}

=====

4.
{"formula": "C3H7F", "method": "ωB97M-V/def2-TZVPD", "symbols": ["C", "C", "C", "F", "H", "H", "H", "H", "H", "H", "H"], "coordinates": [[0.67068, 1.30041, -0.24011], [0.34781, -1.21954, -0.14319], [0.36432, 0.20134, 0.49705], [-2.39042, 0.07144, -0.10576], [0.55015, 2.20939, 0.36244], [0.59844, 1.30670, -1.25857], [-1.41186, 0.51239, -0.05204], [0.42587, -1.24613, -1.15584], [-0.65178, -1.69140, 0.09491], [1.09319, -1.56218, 0.47838], [0.40360, 0.11758, 1.52273]], "de_lowest_kcal_mol": 35.36, "multiplicity": 3, "lumo_energy_ev": [1.0181, -2.8407], "s_squared": 2.006, "homo_lumo_gap_ev": [7.213, 9.175], "charge": 0, "homo_energy_ev": [-6.195, -12.016], "e_tot_ev": -5935.8411}

=====

5.
{"formula": "C3H7F2N2", "method": "ωB97M-V/def2-TZVPD", "symbols": ["C", "N", "C", "C", "N", "F", "F", "H", "H", "H", "H", "H", "H", "H"], "coordinates": [[-1.04543, -1.51852, -0.57132], [-0.44969, -0.73222, 0.26263], [-0.10393, 0.59542, -0.04079], [1.45566, 1.00403, 0.17283], [2.24089, -0.16156, -0.37995], [2.07192, -1.27785, 0.44412], [3.57009, 0.09952, -0.20506], [-1.50533, -2.53403, -0.32197], [-1.11438, -1.24818, -1.54141], [-0.57501, -1.00193, 1.27700], [-0.47929, 1.39090, 0.59287], [-0.49828, 0.81815, -0.98703], [1.79723, 1.82306, -0.55019], [1.83279, 1.41647, 1.19955]], "de_lowest_kcal_mol": 131.95, "multiplicity": 1, "lumo_energy_ev": -5.7805, "homo_lumo_gap_ev": 8.853, "charge": 1, "homo_energy_ev": -14.634, "e_tot_ev": -11627.2559}

=====

6.
{"formula": "C3H7FINO", "method": "ωB97M-V/def2-TZVPD", "symbols": ["C", "N", "C", "F", "O", "C", "H", "H", "H", "H", "H", "H", "I", "H"], "coordinates": [[1.09459, -1.11201, 1.85866], [1.13282, -0.20229, 0.75273], [0.37790, -0.08936, -0.17055], [-0.95537, -0.74636, 0.05332], [0.44326, 0.63048, -1.23012], [-0.41748, 0.53875, -2.32405], [1.10100, -0.62513, 2.81047], [0.20223, -1.71117, 1.87349], [1.94663, -1.85891, 1.75524], [-1.11654, 1.37434, -2.53535], [-1.12570, -0.32766, -2.16659], [0.14492, 0.65075, -3.29304], [-1.87399, 2.51140, 1.51428], [-0.95427, 0.96716, 1.10152]], "de_lowest_kcal_mol": 36.56, "multiplicity": 1, "lumo_energy_ev": 0.2337, "homo_lumo_gap_ev": 9.939, "charge": 0, "homo_energy_ev": -9.706, "e_tot_ev": -17577.8717}

=====

7.
{"formula": "C3H7FN2O", "method": "ωB97M-V/def2-TZVPD", "symbols": ["C", "C", "C", "N", "N", "O", "F", "H", "H", "H", "H", "H", "H", "H"], "coordinates": [[0.20286, 0.33655, -0.56358], [-1.95364, 0.04506, 0.72596], [-1.12011, -0.28315, -0.63296], [2.73534, 0.04469, -0.01602], [1.61595, -0.62792, 0.35178], [0.66511, 1.33822, -0.99419], [-1.13589, -1.63070, -0.91859], [-2.04824, 1.14618, 0.81921], [-1.41856, -0.26035, 1.55976], [-2.93906, -0.52660, 0.78924], [-1.65935, -0.01727, -1.57393], [2.80155, -0.06933, -1.06855], [2.71344, 1.17861, 0.14220], [1.54061, -0.67402, 1.37968]], "de_lowest_kcal_mol": 69.98, "multiplicity": 1, "lumo_energy_ev": 0.7148, "homo_lumo_gap_ev": 8.985, "charge": 0, "homo_energy_ev": -8.270, "e_tot_ev": -10966.1316}

=====

8.
{"formula": "C3H7FN2O", "method": "ωB97M-V/def2-TZVPD", "symbols": ["C", "C", "C", "N", "N", "O", "F", "H", "H", "H", "H", "H", "H", "H"], "coordinates": [[-1.65040, 0.99416, 0.20566], [1.20803, 0.01601, -0.62841], [0.85170, -1.22642, -0.23562], [-1.54215, -0.21387, -0.15732], [1.78354, 1.09514, 0.15514], [-1.80873, -1.22694, 0.73625], [1.28909, -1.72056, 1.03805], [-1.71478, 1.52947, 1.16397], [-1.86885, 1.67099, -0.60908], [0.80569, 0.23530, -1.61451], [0.21543, -2.05830, -0.54581], [1.77145, 1.94002, -0.42292], [-1.98365, -2.00375, 0.13588], [2.64363, 0.96874, 0.77872]], "de_lowest_kcal_mol": 47.13, "multiplicity": 3, "lumo_energy_ev": [0.6084, -2.7954], "s_squared": 2.007, "homo_lumo_gap_ev": [4.641, 5.419], "charge": 0, "homo_energy_ev": [-4.033, -8.214], "e_tot_ev": -10960.7133}

=====

9.
{"formula": "C3H7FN4", "method": "ωB97M-V/def2-TZVPD", "symbols": ["N", "N", "C", "N", "N", "C", "C", "F", "H", "H", "H", "H", "H", "H", "H"], "coordinates": [[-3.05616, -0.36309, -0.15198], [-1.74656, -0.53963, -0.20899], [-1.02267, 0.47411, -0.07136], [0.34777, 0.38514, 0.06991], [1.08525, 1.59369, 0.14870], [0.96740, -0.83626, 0.35123], [2.26890, -1.06014, 0.09053], [3.05855, -0.17482, -0.63576], [-3.41201, 0.53160, -0.50506], [-3.51358, -1.17056, -0.58083], [-1.47025, 1.52137, -0.11715], [1.57134, 1.58423, 1.03851], [1.69390, 1.60826, -0.68837], [0.42996, -1.58734, 0.95192], [2.79816, -1.96658, 0.30872]], "de_lowest_kcal_mol": 77.59, "multiplicity": 1, "lumo_energy_ev": 1.0553, "homo_lumo_gap_ev": 8.558, "charge": 0, "homo_energy_ev": -7.503, "e_tot_ev": -11899.2989}

=====

10.
{"formula": "C3H7FO", "method": "ωB97M-V/def2-TZVPD", "symbols": ["C", "O", "C", "C", "F", "H", "H", "H", "H", "H", "H", "H"], "coordinates": [[1.70792, -0.51880, 0.06717], [0.84113, 0.52084, -0.31498], [-0.45033, 0.63308, 0.40972], [-1.50279, 0.09597, -0.52837], [-2.53357, -0.40621, 0.21534], [2.68593, -0.08609, 0.23099], [1.83619, -1.06916, -0.87850], [1.48651, -0.93089, 1.01059], [-0.39915, 0.06374, 1.39686], [-0.70062, 1.75177, 0.64893], [-1.09581, -0.87674, -0.99087], [-1.87540, 0.82248, -1.26690]], "de_lowest_kcal_mol": 30.19, "multiplicity": 1, "lumo_energy_ev": 1.0817, "homo_lumo_gap_ev": 10.864, "charge": 0, "homo_energy_ev": -9.783, "e_tot_ev": -7987.7839}

=====

11.
{"formula": "C3H7FO2S", "method": "ωB97M-V/def2-TZVPD", "symbols": ["C", "C", "C", "O", "O", "F", "S", "H", "H", "H", "H", "H", "H", "H"], "coordinates": [[-0.70857, 0.31732, -0.88040], [0.82172, -0.39400, 1.00781], [0.20844, -0.78023, -0.35016], [-2.50980, -3.42894, 0.96848], [-0.44204, -1.98771, -0.30605], [-3.64307, -1.22555, 0.48242], [-2.25340, -2.05457, 1.06801], [-0.97310, 0.15364, -1.89585], [-1.52103, 0.61217, -0.29711], [-0.14339, 1.31889, -0.86616], [1.41421, 0.56816, 0.94398], [1.36380, -1.26372, 1.30605], [0.10066, -0.00453, 1.75196], [0.96235, -0.81874, -1.17257]], "de_lowest_kcal_mol": 67.03, "multiplicity": 1, "lumo_energy_ev": [-1.4866, -1.6048], "homo_lumo_gap_ev": [8.825, 7.993], "charge": 0, "homo_energy_ev": [-10.311, -9.597], "e_tot_ev": -20869.0190}

=====

12.
{"formula": "C3H7FOS", "method": "ωB97M-V/def2-TZVPD", "symbols": ["C", "C", "C", "H", "H", "H", "H", "H", "H", "H", "O", "F", "S"], "coordinates": [[-0.62296, -0.11358, 0.85438], [0.76238, 0.61162, 0.40483], [1.50887, -0.27256, -0.59299], [-1.46009, -1.06803, -1.36528], [-1.26283, 0.62470, 1.54018], [-0.21671, -0.92001, 1.37661], [1.33408, 0.82750, 1.31114], [-0.55129, 2.11582, -0.40086], [2.28985, 0.32746, -1.37730], [0.79340, -0.90970, -1.54362], [0.69873, 1.86116, -0.22465], [2.10314, -1.29282, 0.17471], [-2.20839, -0.35028, -0.20708]], "de_lowest_kcal_mol": 101.95, "multiplicity": 1, "lumo_energy_ev": 0.3430, "homo_lumo_gap_ev": 10.125, "charge": 0, "homo_energy_ev": -9.782, "e_tot_ev": -18820.3809}